Model A:
2 unconnected molecules or ions with the total composition CHNO3. Source: the Open Molecules 2025 dataset; level of theory: wB97M-V/def2-TZVPD.

Computed properties:
- SMILES string: O=C=O.N=O
- Kohn-Sham gap: 0.3384 Ha
- Charge: 0

Last column: Mulliken charge in e.
CARTESIAN COORDINATES (ANGSTROEM)
O  -1.318  1.136  -0.154  -0.41
C  -1.346  0.191  0.519  0.80
O  -1.511  -0.674  1.273  -0.38
N  0.983  -0.166  -0.358  0.02
O  1.885  -0.893  0.032  -0.27
H  1.307  0.407  -1.312  0.23

***

Model B:
2 unconnected molecules or ions with the total composition CHNO3. Source: the Open Molecules 2025 dataset; level of theory: wB97M-V/def2-TZVPD.

Computed properties:
- Kohn-Sham gap (alpha / beta): 0.3332 / 0.2685 Ha
- Charge: 0

Last column: Mulliken charge in e.
CARTESIAN COORDINATES (ANGSTROEM)
C  1.245  0.225  -0.028  0.17
N  -1.161  -0.230  -0.072  0.58
O  1.520  1.333  -0.018  -0.22
O  -1.847  0.743  -0.251  -0.42
O  -1.342  -1.391  0.005  -0.43
H  1.585  -0.679  0.365  0.32

***

Model C:
A single CHNO3 molecule. Source: the Open Molecules 2025 dataset; level of theory: wB97M-V/def2-TZVPD.

Computed properties:
- SMILES string: O=Cn1oo1
- Kohn-Sham gap (alpha / beta): 0.3271 / 0.3271 Ha
- Charge: 0

Last column: Mulliken charge in e.
CARTESIAN COORDINATES (ANGSTROEM)
O  -0.552  2.081  0.019  -0.51
C  0.344  0.585  0.307  0.07
N  0.069  -0.474  -0.337  0.32
O  -0.971  -1.131  -0.886  -0.07
O  -0.027  -1.819  -0.101  -0.12
H  1.136  0.758  0.998  0.31

***

Name the most stable of them. model A.

***

Model A:
2 unconnected molecules or ions with the total composition CH4N3O2. Source: the Open Molecules 2025 dataset; level of theory: wB97M-V/def2-TZVPD.

Computed properties:
- Spin multiplicity: 3
- Expectation value of S²: 2.03
- Kohn-Sham gap (alpha / beta): 0.1942 / 0.1683 Ha
- Charge: -1

Last column: Mulliken spin population.
CARTESIAN COORDINATES (ANGSTROEM)
C  0.474  -1.002  -0.116  0.09
N  -1.696  -0.473  -0.163  0.64
N  0.433  1.839  0.108  0.68
N  -0.528  -0.079  0.033  0.02
O  1.653  1.633  -0.215  0.36
O  -2.715  0.173  0.034  0.31
H  0.683  -1.350  0.825  -0.01
H  0.141  -1.762  -0.953  -0.03
H  1.379  -0.520  -0.688  -0.01
H  0.176  1.541  1.135  -0.04

***

Model B:
2 unconnected molecules or ions with the total composition CH4N3O2. Source: the Open Molecules 2025 dataset; level of theory: wB97M-V/def2-TZVPD.

Computed properties:
- Spin multiplicity: 3
- Expectation value of S²: 2.02
- Kohn-Sham gap (alpha / beta): 0.2728 / 0.2683 Ha
- Charge: -1

Last column: Mulliken spin population.
CARTESIAN COORDINATES (ANGSTROEM)
C  -0.518  0.976  -0.973  -0.06
N  -0.334  -1.114  1.267  0.88
N  -0.949  -0.399  -0.944  0.96
N  0.819  -0.862  1.554  -0.07
O  1.669  -0.241  0.909  0.01
O  1.051  -1.432  2.702  0.19
H  -1.050  1.445  -1.889  0.09
H  -0.881  1.525  0.042  0.01
H  0.572  1.038  -1.078  0.01
H  -0.378  -0.936  -1.589  -0.03

***

Name the most stable of them. model B.

***

Model A:
2 unconnected molecules or ions with the total composition C6H16N2. Source: the Open Molecules 2025 dataset; level of theory: wB97M-V/def2-TZVPD.

Computed properties:
- Kohn-Sham gap (alpha / beta): 0.2452 / 0.2555 Ha
- Charge: 0

Last column: Mulliken charge in e.
CARTESIAN COORDINATES (ANGSTROEM)
C  -1.262  0.649  -1.087  0.92
C  -0.915  1.884  -1.880  -1.48
C  -0.488  -0.618  -1.236  -1.44
N  -2.607  0.483  -0.730  -0.48
H  -0.535  1.005  0.370  -0.10
H  -2.749  -0.056  0.116  0.20
H  -3.269  1.141  -1.113  0.20
H  -1.524  1.969  -2.788  0.45
H  -1.092  2.784  -1.287  0.35
H  -0.994  -0.399  -2.289  0.36
H  0.574  -0.532  -1.422  0.37
H  -0.958  -1.562  -0.987  0.36
H  0.131  1.867  -2.182  0.36
C  2.673  -1.320  1.821  -0.93
N  1.760  -1.184  0.689  -0.35
C  0.421  -0.812  1.006  -0.25
C  0.130  0.547  1.375  -0.66
H  1.777  -2.033  0.132  0.23
H  -0.232  -1.601  1.384  0.42
H  2.340  -2.060  2.567  0.32
H  2.774  -0.358  2.326  0.27
H  3.661  -1.621  1.457  0.33
H  1.000  1.163  1.597  0.32
H  -0.615  0.663  2.163  0.21

***

Model B:
3 unconnected molecules or ions with the total composition C6H16N2. Source: the Open Molecules 2025 dataset; level of theory: wB97M-V/def2-TZVPD.

Computed properties:
- Kohn-Sham gap (alpha / beta): 0.3345 / 0.2490 Ha
- Charge: 0

Last column: Mulliken charge in e.
CARTESIAN COORDINATES (ANGSTROEM)
C  -0.273  0.620  -0.195  0.32
C  1.382  -1.206  0.038  0.24
C  -3.189  0.395  0.694  -0.73
C  0.284  1.648  -1.131  -1.34
C  1.263  -1.402  1.516  -1.23
C  2.608  -0.515  -0.475  -1.24
N  -0.705  -0.578  -0.519  -0.45
N  -2.389  1.064  -0.307  -0.49
H  -0.728  -0.677  -1.537  0.27
H  -2.782  0.891  -1.233  0.19
H  -0.172  0.836  0.866  0.37
H  1.106  -2.081  -0.540  0.27
H  -4.043  1.024  1.000  0.31
H  -3.596  -0.579  0.393  0.25
H  -2.592  0.234  1.600  0.25
H  1.322  1.879  -0.883  0.33
H  -0.300  2.563  -1.025  0.43
H  0.232  1.318  -2.171  0.25
H  2.820  0.408  0.072  0.26
H  3.492  -1.160  -0.349  0.38
H  0.255  -1.721  1.791  0.35
H  1.507  -0.492  2.071  0.31
H  1.955  -2.184  1.864  0.37
H  2.541  -0.284  -1.540  0.34

***

Name the most stable of them. model A.

***

Model A:
A single C4H11BN2 molecule. Source: the Open Molecules 2025 dataset; level of theory: wB97M-V/def2-TZVPD.

Computed properties:
- SMILES string: NB1CCCCN1
- Kohn-Sham gap: 0.3111 Ha
- Charge: 0

Last column: Mulliken charge in e.
CARTESIAN COORDINATES (ANGSTROEM)
N  1.442  0.756  2.094  -0.24
B  1.040  0.586  0.849  0.20
C  -0.135  1.475  0.208  -0.70
C  -1.191  0.353  -0.120  -0.53
C  -0.840  -0.533  -1.294  -0.57
C  0.252  -1.551  -0.933  -0.39
N  1.415  -0.933  -0.261  -0.53
H  0.977  1.433  2.699  0.24
H  2.176  0.332  2.609  0.19
H  -0.626  2.071  0.952  0.29
H  0.224  2.122  -0.688  0.25
H  -1.286  -0.375  0.759  0.22
H  -2.299  0.777  -0.267  0.30
H  -1.715  -0.931  -1.673  0.39
H  -0.364  0.150  -2.077  0.20
H  -0.184  -2.379  -0.205  0.19
H  0.811  -2.035  -1.802  0.27
H  1.924  -1.632  0.289  0.20

***

Model B:
A single C4H11BN2 molecule. Source: the Open Molecules 2025 dataset; level of theory: wB97M-V/def2-TZVPD.

Computed properties:
- SMILES string: NB1CCCCN1
- Kohn-Sham gap: 0.3474 Ha
- Charge: 0

Last column: Mulliken charge in e.
CARTESIAN COORDINATES (ANGSTROEM)
N  0.243  1.972  -1.891  -0.51
B  0.010  1.066  -0.672  0.09
C  -0.774  -0.308  -1.071  -0.71
C  -0.662  -1.299  0.037  -0.68
C  0.498  -1.145  0.907  -0.63
C  0.386  0.156  1.629  -0.45
N  0.406  1.267  0.610  -0.14
H  -0.124  1.698  -2.792  0.18
H  0.621  2.887  -1.859  0.15
H  -1.812  0.049  -1.139  0.31
H  -0.306  -0.662  -1.990  0.34
H  -1.623  -1.324  0.485  0.31
H  -0.552  -2.279  -0.441  0.28
H  0.745  -1.980  1.526  0.37
H  1.274  -1.103  0.182  0.29
H  -0.593  0.252  2.136  0.24
H  1.162  0.424  2.331  0.35
H  0.675  2.209  1.018  0.20

***

Model C:
2 unconnected molecules or ions with the total composition C4H11BN2. Source: the Open Molecules 2025 dataset; level of theory: wB97M-V/def2-TZVPD.

Computed properties:
- Kohn-Sham gap (alpha / beta): 0.2756 / 0.3372 Ha
- Charge: 0

Last column: Mulliken charge in e.
CARTESIAN COORDINATES (ANGSTROEM)
B  -0.214  -0.790  -0.439  0.48
C  1.844  0.050  0.467  -0.46
C  1.460  0.775  -0.892  -0.42
C  -1.418  -1.813  -0.387  -1.04
C  -1.575  1.726  0.557  -1.02
N  0.860  -0.962  0.585  -0.42
N  0.041  0.426  -1.129  -0.57
H  2.931  -0.406  0.344  0.25
H  1.699  0.721  1.237  0.31
H  1.520  1.879  -1.114  0.29
H  2.131  0.334  -1.620  0.30
H  -2.128  -1.388  0.234  0.36
H  -1.160  -2.733  0.063  0.32
H  -1.822  -1.967  -1.320  0.32
H  -1.708  2.225  -0.305  0.37
H  -2.294  1.149  1.076  0.38
H  -0.779  1.995  1.130  0.33
H  0.611  -1.223  1.516  0.22

***

Name the most stable of them. model B.

***

Model A:
A gas-phase ion, C4H9BrN (charge +1). Source: the Open Molecules 2025 dataset; level of theory: wB97M-V/def2-TZVPD.

Computed properties:
- SMILES string: [NH3+]CC1(Br)CC1
- Kohn-Sham gap: 0.3365 Ha
- Charge: +1

Last column: Mulliken charge in e.
CARTESIAN COORDINATES (ANGSTROEM)
N  -1.181  -0.082  1.655  -0.35
C  -0.016  -0.580  0.677  -0.57
C  -0.188  -0.106  -0.697  0.23
Br  -2.551  0.097  -1.135  -0.21
C  0.629  0.978  -1.293  -0.41
C  0.679  -0.457  -1.823  -0.46
H  -1.966  -0.642  1.304  0.33
H  -1.250  1.030  1.496  0.39
H  -1.006  -0.244  2.644  0.36
H  0.976  -0.312  1.020  0.43
H  0.019  -1.757  0.711  0.26
H  1.459  1.247  -0.564  0.21
H  0.168  1.854  -1.926  0.27
H  0.162  -0.714  -2.728  0.26
H  1.529  -1.039  -1.473  0.27

***

Model B:
A gas-phase ion, C4H9BrN (charge +1). Source: the Open Molecules 2025 dataset; level of theory: wB97M-V/def2-TZVPD.

Computed properties:
- SMILES string: C[N@H+]1C[C@@H]1CBr
- Kohn-Sham gap: 0.3919 Ha
- Charge: +1

Last column: Mulliken charge in e.
CARTESIAN COORDINATES (ANGSTROEM)
C  -0.357  -0.894  1.804  -0.99
N  0.275  -0.150  0.768  -0.01
C  0.863  -0.874  -0.479  -0.42
C  -0.318  0.076  -0.598  0.07
C  -0.364  1.605  -1.373  -0.67
Br  0.614  1.657  -3.039  -0.04
H  -0.180  -1.853  1.556  0.41
H  0.279  -0.859  2.743  0.36
H  -1.394  -0.642  2.086  0.32
H  0.890  0.618  1.160  0.40
H  0.642  -1.935  -0.594  0.29
H  1.845  -0.492  -0.781  0.28
H  -1.351  -0.366  -0.662  0.33
H  -0.100  2.502  -0.703  0.37
H  -1.343  1.608  -1.889  0.30

***

Name the most stable of them. model B.

***

Model A:
A molecular structure, FH3N2. Source: the Open Molecules 2025 dataset; level of theory: wB97M-V/def2-TZVPD.

Computed properties:
- Kohn-Sham gap: 0.4179 Ha
- Charge: 0

Last column: Mulliken charge in e.
CARTESIAN COORDINATES (ANGSTROEM)
N  -0.686  0.623  0.128  -0.50
N  0.517  -0.719  -0.007  -0.15
F  0.918  -1.016  1.259  -0.13
H  -0.450  1.103  -0.752  0.25
H  -1.511  0.036  -0.217  0.28
H  1.212  -0.027  -0.411  0.25

***

Model B:
2 unconnected molecules or ions with the total composition FH3N2. Source: the Open Molecules 2025 dataset; level of theory: wB97M-V/def2-TZVPD.

Computed properties:
- Kohn-Sham gap (alpha / beta): 0.3772 / 0.3794 Ha
- Charge: 0

Last column: Mulliken charge in e.
CARTESIAN COORDINATES (ANGSTROEM)
N  1.225  -0.489  -0.222  -0.48
N  -0.826  0.687  0.054  -0.15
F  -1.834  -0.143  0.282  -0.11
H  1.626  0.232  0.319  0.25
H  0.909  -1.152  0.536  0.25
H  -1.101  0.866  -0.968  0.25

***

Name the most stable of them. model A.

***

Model A:
2 unconnected molecules or ions with the total composition CH5INO. Source: the Open Molecules 2025 dataset; level of theory: wB97M-V/def2-TZVPD.

Computed properties:
- Kohn-Sham gap: 0.3268 Ha
- Charge: +1

Last column: Mulliken charge in e.
CARTESIAN COORDINATES (ANGSTROEM)
C  0.399  -0.569  0.662  0.15
N  0.665  0.812  -0.274  -0.35
O  0.818  -1.643  0.093  -0.23
I  -2.668  0.193  0.260  0.02
H  -2.418  0.118  1.644  0.14
H  1.428  1.507  -0.032  0.36
H  -0.270  1.203  -0.435  0.24
H  0.916  0.186  -1.057  0.31
H  1.130  -1.807  -0.861  0.35

***

Model B:
A gas-phase ion, CH5INO (charge +1). Source: the Open Molecules 2025 dataset; level of theory: wB97M-V/def2-TZVPD.

Computed properties:
- SMILES string: [NH3+][C@H](O)I
- Kohn-Sham gap: 0.2966 Ha
- Charge: +1

Last column: Mulliken charge in e.
CARTESIAN COORDINATES (ANGSTROEM)
N  0.659  0.782  0.194  -0.30
C  -0.378  -0.166  -0.250  -0.53
O  -1.175  -0.446  0.776  -0.44
I  0.956  -2.316  -1.001  0.10
H  0.233  1.702  0.414  0.37
H  1.393  0.905  -0.519  0.39
H  1.089  0.413  1.058  0.40
H  -0.823  0.097  -1.210  0.60
H  -1.955  -0.972  0.538  0.40

***

Name the most stable of them. model B.

***

Model A:
2 unconnected molecules or ions with the total composition C3H9OS. Source: the Open Molecules 2025 dataset; level of theory: wB97M-V/def2-TZVPD.

Computed properties:
- Kohn-Sham gap: 0.2467 Ha
- Charge: -1

Last column: Mulliken charge in e.
CARTESIAN COORDINATES (ANGSTROEM)
C  0.347  -0.580  -1.549  -1.01
C  0.901  -0.383  -0.134  -0.34
C  0.821  1.107  0.260  -0.80
S  -0.961  1.772  0.458  -0.67
H  0.934  -0.227  -2.422  0.29
H  0.000  -1.588  -1.776  0.30
H  -0.503  0.112  -1.529  0.25
H  1.939  -0.715  -0.067  0.33
H  0.279  -0.909  0.595  0.22
H  1.316  1.155  1.247  0.26
H  1.387  1.769  -0.431  0.30
H  -1.841  -0.010  1.241  0.21
H  -2.769  -0.769  2.194  0.24
O  -1.850  -0.734  1.915  -0.59

***

Model B:
2 unconnected molecules or ions with the total composition C3H9OS. Source: the Open Molecules 2025 dataset; level of theory: wB97M-V/def2-TZVPD.

Computed properties:
- Kohn-Sham gap: 0.2532 Ha
- Charge: -1

Last column: Mulliken charge in e.
CARTESIAN COORDINATES (ANGSTROEM)
C  -0.324  -0.556  -1.190  -1.09
C  0.988  -0.387  -0.410  -0.39
C  0.797  -0.781  1.051  -0.73
S  -0.297  0.257  2.123  -0.62
H  -0.565  -1.628  -1.269  0.33
H  -0.441  -0.168  -2.196  0.31
H  -1.095  -0.202  -0.496  0.26
H  1.744  -1.058  -0.834  0.33
H  1.289  0.661  -0.472  0.30
H  1.800  -0.925  1.469  0.28
H  0.374  -1.793  1.122  0.22
H  -0.761  1.926  0.670  0.16
H  -2.159  2.065  0.174  0.34
O  -1.349  2.589  0.260  -0.70

***

Model C:
2 unconnected molecules or ions with the total composition C3H9OS. Source: the Open Molecules 2025 dataset; level of theory: wB97M-V/def2-TZVPD.

Computed properties:
- Kohn-Sham gap: 0.2047 Ha
- Charge: -1

Last column: Mulliken charge in e.
CARTESIAN COORDINATES (ANGSTROEM)
C  1.816  0.375  1.123  -0.61
O  0.726  1.202  0.958  -0.51
H  1.687  -0.238  2.032  0.24
H  2.102  -0.416  0.397  0.23
H  2.720  0.990  1.228  0.25
C  -0.633  -0.263  -1.987  -0.68
S  -1.898  -1.027  -0.923  -0.29
C  -1.696  -0.385  0.655  -0.95
H  -0.791  -0.648  -2.996  0.30
H  0.403  -0.420  -1.699  0.13
H  -0.862  0.809  -2.079  0.23
H  -0.880  -0.806  1.220  0.20
H  -0.173  0.751  0.893  0.14
H  -2.521  0.075  1.178  0.32

***

Name the most stable of them. model B.